# 1
{
  "formula": "C40H59F26N4O4SSi",
  "method": "ωB97M-V/def2-TZVPD",
  "total_charge": 1,
  "molar_mass_g_mol": 1214.0,
  "homo_lumo_gap_ha": 0.310,
  "total_energy_ha": -5363.41744,
  "elements": ["C", "C", "C", "O", "C", "N", "C", "C", "N", "C", "N", "C", "F", "F", "C", "C", "Si", "C", "C", "C", "C", "C", "C", "C", "C", "N", "C", "S", "C", "C", "C", "C", "C", "C", "H", "H", "H", "H", "H", "H", "H", "H", "H", "H", "H", "H", "H", "H", "H", "H", "H", "H", "H", "H", "H", "H", "H", "H", "H", "H", "H", "H", "H", "H", "H", "H", "H", "H", "H", "H", "H", "H", "H", "H", "H", "H", "H", "H", "H", "H", "H", "C", "C", "C", "F", "F", "F", "F", "O", "C", "C", "F", "F", "F", "F", "H", "H", "H", "H", "C", "C", "C", "F", "F", "F", "F", "O", "C", "C", "F", "F", "F", "F", "H", "H", "H", "H", "C", "C", "C", "F", "F", "F", "F", "O", "C", "C", "F", "F", "F", "F", "H", "H", "H", "H"],
  "xyz": [[-6.55489, -1.07963, 2.29785], [-6.25358, -0.83901, 0.84897], [-5.12737, -1.65373, 0.35699], [-3.93252, -0.94194, 0.55438], [-2.76098, -1.68608, 0.43289], [-1.89755, -1.58150, 1.58483], [-2.49883, -1.97334, 2.85992], [-2.40826, -3.48481, 3.10334], [-1.95515, -4.23653, 1.93378], [-1.19779, -0.40361, 1.60541], [-1.75728, 0.81420, 1.26880], [-2.47326, 1.62889, 2.24724], [-2.33452, 1.09484, 3.44989], [-3.74158, 1.59008, 1.94246], [-1.90881, 3.02710, 2.20322], [-2.60063, 4.08527, 1.41359], [-1.36012, 5.47991, 1.48979], [-1.96568, 7.09359, 0.80444], [-0.90711, 5.81644, 3.27204], [0.17173, 4.82024, 0.66371], [0.07279, 4.05757, -0.40512], [1.08489, 3.53405, -0.95715], [2.26288, 3.72900, -0.48193], [2.38992, 4.50899, 0.55783], [1.36184, 5.04370, 1.11733], [0.07405, -0.40460, 1.90259], [0.84352, 0.81327, 1.86680], [0.79018, 1.66876, 3.44659], [1.90542, 3.02186, 3.07832], [3.09983, 2.64658, 2.25524], [0.79334, -1.65334, 2.25467], [1.88172, -1.43713, 3.22549], [1.26097, -2.31621, 0.99037], [2.39869, -1.62465, 0.30165], [-7.09639, -0.25217, 2.68346], [-5.66647, -1.18656, 2.87758], [-7.19030, -1.93061, 2.40679], [-7.13395, -1.06753, 0.29889], [-6.03956, 0.19620, 0.71225], [-5.12080, -2.58790, 0.89336], [-5.28438, -1.88596, -0.68205], [-2.97748, -2.71184, 0.28898], [-2.19391, -1.38669, -0.42502], [-1.98553, -1.50642, 3.65333], [-3.52268, -1.69228, 2.91128], [-1.72994, -3.63653, 3.91249], [-3.33512, -3.86470, 3.44271], [-0.95602, -4.36219, 1.94276], [-2.33299, -5.16794, 1.98761], [-2.28527, 0.76863, 0.41028], [-0.97339, 2.89696, 1.72328], [-1.70761, 3.34783, 3.19790], [-3.55099, 4.36073, 1.78633], [-2.67667, 3.80634, 0.38665], [-2.73776, 7.48678, 1.43430], [-1.18242, 7.81397, 0.77576], [-2.35667, 7.00726, -0.18776], [-1.74728, 6.09410, 3.85788], [-0.16258, 6.56802, 3.31891], [-0.45372, 4.94991, 3.69056], [-0.89151, 3.87591, -0.82373], [0.93725, 2.91917, -1.80374], [3.11320, 3.28517, -0.89939], [3.36314, 4.67502, 0.94030], [1.53010, 5.65631, 1.96092], [0.44004, 1.45246, 1.12762], [1.82783, 0.60042, 1.56752], [1.36090, 3.82084, 2.63844], [2.23722, 3.37572, 4.02032], [3.82750, 3.42014, 2.31579], [2.82516, 2.48040, 1.23812], [3.52163, 1.75489, 2.65031], [0.13535, -2.32080, 2.73035], [2.67988, -0.84167, 2.84591], [1.52520, -0.98997, 4.11186], [2.28567, -2.39292, 3.45671], [1.53755, -3.32194, 1.20136], [0.43892, -2.33662, 0.31778], [2.09710, -0.66965, -0.06082], [2.71485, -2.16253, -0.54435], [3.22936, -1.45610, 0.95090], [-2.01346, -1.71681, -4.43456], [-1.14022, -1.64897, -3.16439], [-0.97622, -0.29283, -2.46161], [-0.38758, 0.62931, -3.23727], [-0.21606, -0.46145, -1.34349], [0.05584, -2.20006, -3.41289], [-1.77950, -2.44593, -2.23372], [-1.37120, -1.75022, -5.69381], [-1.02023, -0.63711, -6.41541], [0.49468, -0.55917, -6.62870], [1.13291, -0.49098, -5.44475], [0.77199, 0.55774, -7.33021], [-1.50444, 0.49979, -5.87792], [-1.57023, -0.76170, -7.63712], [-2.49601, -2.69106, -4.37019], [-2.81839, -0.98325, -4.40901], [-1.95490, 0.08977, -2.15336], [0.84294, -1.43700, -7.17548], [-1.60795, -7.36472, 0.92240], [-2.97999, -7.34650, 1.63213], [-4.07455, -8.31830, 1.17457], [-4.44314, -8.09057, -0.09470], [-5.15695, -8.13161, 1.96185], [-3.46937, -6.08166, 1.64019], [-2.73105, -7.68252, 2.92637], [-1.30549, -6.37238, -0.05698], [-1.57374, -6.48496, -1.39865], [-2.52849, -5.38869, -1.88310], [-3.71299, -5.45903, -1.24081], [-2.76348, -5.54652, -3.20474], [-2.00895, -7.71012, -1.72935], [-0.41422, -6.28028, -2.05628], [-0.90331, -7.14429, 1.72148], [-1.35473, -8.36253, 0.56965], [-3.73761, -9.35320, 1.27676], [-2.10605, -4.40071, -1.71283], [7.77522, 2.77238, -3.98448], [6.72400, 2.02760, -3.13401], [5.48281, 2.78666, -2.65178], [5.78866, 3.80056, -1.82655], [4.69562, 1.92713, -1.95449], [7.32676, 1.43651, -2.08345], [6.23256, 1.03587, -3.92947], [8.96879, 3.23101, -3.36495], [9.12259, 4.45181, -2.76582], [9.45785, 4.31042, -1.27710], [8.47118, 3.66938, -0.62424], [9.59024, 5.54402, -0.74597], [8.06858, 5.26497, -2.96285], [10.19145, 5.04729, -3.33430], [8.13056, 2.01362, -4.67770], [7.31788, 3.54648, -4.59846], [4.90750, 3.17818, -3.49481], [10.38838, 3.75366, -1.15451]],
  "atomic_forces_ev_per_a": [[-0.2, 0.2, -0.1], [-0.3, 0.2, 0.6], [-0.2, -0.3, -0.4], [0.4, 0.6, 0.2], [-0.2, 0.2, 0.2], [0.1, 0.1, -0.1], [0.2, -1.4, -0.4], [1.3, 0.0, -0.8], [0.3, 0.4, 0.2], [0.7, 0.2, 0.4], [0.2, -0.2, -0.9], [1.5, 0.9, -0.9], [0.3, -0.9, 1.4], [-2.2, 0.0, -0.4], [-0.3, -0.3, 0.1], [0.6, 0.4, 0.0], [-0.1, 1.0, 0.5], [-0.1, -0.7, -0.1], [0.0, -0.6, -1.0], [-5.2, 1.8, 1.3], [-6.6, 0.7, -0.1], [0.4, -4.2, -5.4], [4.4, -0.9, -1.2], [5.2, 1.0, 0.2], [0.7, 3.7, 3.6], [-0.7, -0.3, 0.5], [-0.5, 0.5, 0.5], [0.0, -0.5, 0.8], [0.0, -0.5, 0.0], [-0.3, -0.7, 0.6], [0.1, 0.1, -0.6], [0.5, 0.2, 0.1], [0.2, 0.5, -0.4], [-0.2, 0.5, 0.5], [-0.5, 0.8, 0.6], [0.7, -0.2, 0.5], [-0.2, -0.8, 0.3], [-0.8, -0.1, -0.7], [0.2, 0.9, -0.4], [0.3, -0.7, 0.3], [0.2, -0.1, -0.8], [-0.2, -1.2, 0.1], [0.3, 0.4, -0.3], [0.6, 0.9, 0.8], [-0.8, 0.7, -0.2], [0.6, -0.1, 0.9], [-1.2, -0.4, 0.2], [0.4, 0.4, -0.1], [0.5, 1.0, 0.0], [-0.4, -0.1, 0.0], [1.1, -0.1, 0.0], [-0.1, 0.1, 0.9], [-1.1, 0.3, 0.4], [-0.4, -0.3, -0.9], [-0.6, 0.2, 0.4], [0.8, 0.6, 0.0], [-0.3, -0.1, -0.7], [-0.8, 0.3, 0.6], [0.6, 1.1, 0.1], [0.3, -0.8, 0.6], [-0.7, -0.2, -0.3], [0.0, -0.7, -1.0], [1.1, -0.6, -0.7], [0.7, 0.4, 0.2], [0.0, 0.8, 0.9], [-0.6, 0.6, -0.9], [1.2, -0.5, -0.1], [-0.4, 0.1, 0.0], [0.2, 0.2, 1.2], [0.7, 0.4, 0.0], [0.2, -0.3, -0.3], [0.6, -0.9, 0.4], [-1.4, -0.6, 0.4], [0.6, 0.5, -0.2], [-0.3, 0.5, 1.1], [0.4, -0.9, 0.3], [0.2, -1.0, 0.4], [-0.9, -0.3, -0.7], [-0.3, 0.9, -0.4], [0.5, -0.8, -1.0], [0.8, -0.1, 0.4], [-0.6, -0.1, -0.3], [0.3, -0.1, -0.7], [-0.4, 0.2, 0.0], [0.1, -0.2, -0.1], [0.1, 0.0, 0.0], [0.1, 0.0, 0.2], [0.1, 0.3, -0.3], [0.5, 0.0, 0.4], [-0.4, 0.0, 0.0], [0.1, -0.1, -0.2], [0.0, 0.1, 0.2], [0.0, 0.0, 0.0], [0.1, -0.1, 0.2], [-0.1, 0.0, -0.1], [0.0, -0.1, 0.0], [0.1, 0.2, 0.1], [0.0, -0.1, 0.0], [0.0, 0.0, 0.0], [0.6, -0.2, -0.2], [0.0, -0.1, -0.4], [-0.1, -0.2, 0.2], [0.2, 0.2, -0.3], [0.1, 0.0, 0.0], [-1.7, -1.3, -0.4], [0.1, -0.1, 0.0], [-0.6, 0.1, 0.3], [0.1, -0.3, 0.2], [-0.2, 0.3, 0.1], [-0.1, -0.2, 0.2], [0.1, -0.1, -0.1], [-0.2, 0.0, 0.1], [0.2, 0.0, 0.0], [0.0, 0.0, 0.0], [-0.3, -0.1, -0.1], [0.0, 0.0, 0.0], [0.2, -0.2, 0.1], [0.2, 0.2, -0.5], [0.5, 0.1, 0.3], [-0.2, 0.1, -0.2], [0.3, 0.2, 0.1], [0.0, -0.1, 0.0], [0.0, 0.0, 0.1], [-0.1, 0.0, -0.2], [-0.4, -0.4, 0.5], [-0.1, 0.0, -0.4], [0.2, 0.0, 0.1], [-0.3, 0.0, 0.0], [0.0, 0.0, 0.0], [-0.2, -0.2, 0.1], [0.0, 0.0, -0.1], [0.0, -0.1, 0.0], [-0.2, 0.2, 0.2], [0.0, -0.1, 0.0], [0.0, 0.0, 0.0]]
}

---

# 2
{
  "formula": "CH5N3O3",
  "method": "ωB97M-V/def2-TZVPD",
  "total_charge": 0,
  "molar_mass_g_mol": 107.1,
  "de_lowest_ev": 0.813,
  "smiles": "N/N=N\\O.O=CO",
  "homo_lumo_gap_ha": 0.400,
  "total_energy_ha": -430.99311,
  "elements": ["C", "N", "N", "N", "O", "O", "O", "H", "H", "H", "H", "H"],
  "xyz": [[2.96742, 0.02125, 0.00475], [-1.88113, 0.88538, -0.12348], [-2.93916, 0.15602, 0.15515], [-0.76517, 0.43526, -0.18954], [-0.66516, -0.98957, 0.10736], [2.27139, 1.15587, 0.09455], [2.36871, -1.02642, -0.01126], [4.01258, 0.02157, 0.03893], [-2.89426, -0.86124, 0.16128], [-3.90147, 0.35164, 0.04870], [1.35569, 1.03166, 0.14532], [0.07057, -1.18139, -0.43174]],
  "atomic_forces_ev_per_a": [[-3.9, -0.9, 0.6], [-1.9, 1.5, -0.4], [0.1, -3.2, 0.8], [1.5, -1.2, 0.4], [-2.1, 1.3, 0.5], [4.3, 1.5, -0.2], [0.4, -0.6, -0.4], [1.7, 1.0, -0.1], [1.1, 0.2, 0.1], [-0.4, 2.1, -0.4], [-2.7, -0.9, 0.0], [1.9, -0.7, -0.7]]
}

---

# 3
{
  "formula": "C32H21BrF5N3O2RuS",
  "method": "ωB97M-V/def2-TZVPD",
  "total_charge": 1,
  "molar_mass_g_mol": 787.6,
  "de_lowest_ev": 0.000,
  "spin_multiplicity": 2,
  "homo_lumo_gap_ha": [0.243, 0.230],
  "s2": 0.76,
  "total_energy_ha": -5113.03142,
  "elements": ["Ru", "C", "C", "C", "C", "C", "C", "C", "H", "H", "H", "H", "H", "H", "H", "H", "F", "C", "C", "F", "C", "F", "C", "S", "C", "F", "C", "F", "Br", "C", "C", "C", "C", "C", "C", "C", "O", "O", "H", "H", "H", "H", "N", "C", "C", "C", "C", "C", "C", "N", "C", "C", "C", "C", "N", "C", "C", "H", "H", "H", "H", "H", "H", "H", "H", "H"],
  "xyz": [[0.58739, 1.47532, -0.03303], [3.43528, -0.47384, 2.76849], [2.45788, 0.62816, 2.49228], [2.70638, 1.54407, 1.44164], [1.94882, 2.71326, 1.31057], [0.77859, 2.86118, 2.08659], [0.46636, 1.88419, 3.02459], [1.32771, 0.80936, 3.26621], [3.91082, -0.82769, 1.85368], [2.96327, -1.31531, 3.27296], [4.23170, -0.09935, 3.41561], [3.58959, 1.42127, 0.82610], [2.26624, 3.49701, 0.63646], [0.16485, 3.74494, 1.97647], [-0.43194, 1.98923, 3.62031], [1.09781, 0.10895, 4.05933], [1.65285, 5.01521, -5.70453], [1.66217, 4.01087, -4.84217], [2.60518, 3.98310, -3.82434], [3.49461, 4.96342, -3.71716], [2.59007, 2.94098, -2.92006], [3.47037, 2.95252, -1.91504], [1.65784, 1.91284, -3.00422], [1.60339, 0.63477, -1.79577], [0.72658, 1.96520, -4.03394], [-0.20949, 1.02371, -4.13633], [0.71939, 3.00257, -4.94891], [-0.19656, 3.05103, -5.90866], [-5.26346, 3.22449, -4.20906], [-3.63580, 3.93930, -3.58044], [-3.19958, 5.17083, -4.04877], [-1.99887, 5.69958, -3.59169], [-1.23607, 5.00033, -2.67324], [-1.68673, 3.76474, -2.21505], [-2.88748, 3.22356, -2.66433], [-0.84284, 2.98887, -1.30391], [0.31392, 3.36221, -0.95733], [-1.20679, 1.83255, -0.85839], [-3.79612, 5.71156, -4.77040], [-1.66331, 6.65902, -3.96066], [-0.29640, 5.39486, -2.31077], [-3.21519, 2.25571, -2.31251], [-1.98410, -4.82301, 2.26945], [-1.84358, -6.13732, 2.66311], [-2.76427, -7.09792, 3.07654], [-2.25134, -8.33359, 3.40436], [-0.87250, -8.61098, 3.32587], [0.03031, -7.65799, 2.91499], [-0.46990, -6.39768, 2.57529], [0.19809, -5.27341, 2.13154], [-0.72817, -4.37165, 1.95863], [-0.43499, -3.01663, 1.49490], [0.84810, -2.72897, 1.03234], [1.14358, -1.45419, 0.61133], [0.24284, -0.45918, 0.62622], [-0.99825, -0.73487, 1.04597], [-1.37068, -1.98619, 1.49037], [-2.85214, -4.33053, 2.15902], [-3.82412, -6.89105, 3.13910], [-2.92439, -9.11440, 3.73180], [-0.52313, -9.59822, 3.59542], [1.08970, -7.86415, 2.85073], [1.59602, -3.50841, 1.00801], [2.12680, -1.20500, 0.23749], [-1.71022, 0.08019, 1.01456], [-2.38608, -2.12945, 1.83234]],
  "atomic_forces_ev_per_a": [[0.0, 0.1, -0.1], [0.0, 0.0, 0.0], [0.0, 0.0, 0.0], [0.0, 0.0, 0.0], [0.0, 0.0, 0.0], [0.0, -0.1, 0.0], [0.0, 0.0, 0.1], [0.0, 0.0, 0.0], [0.0, 0.0, 0.0], [0.0, 0.0, 0.0], [0.0, 0.0, 0.0], [0.0, 0.0, 0.0], [0.0, 0.0, 0.0], [0.0, 0.0, 0.0], [0.0, 0.0, 0.0], [0.0, 0.0, 0.0], [0.0, 0.0, 0.0], [0.0, 0.0, 0.0], [0.0, 0.0, 0.0], [0.0, 0.0, 0.0], [0.0, -0.1, 0.1], [0.0, 0.0, 0.0], [0.0, 0.1, 0.0], [0.0, 0.0, 0.0], [0.0, 0.0, 0.0], [0.0, 0.0, 0.0], [0.0, 0.0, 0.0], [0.0, 0.0, 0.0], [0.0, 0.0, 0.0], [0.0, 0.0, 0.0], [0.0, 0.0, 0.0], [0.0, 0.0, 0.0], [0.0, 0.0, 0.0], [0.0, 0.0, 0.0], [0.0, 0.0, 0.0], [0.1, 0.1, -0.1], [-0.1, 0.0, 0.0], [0.0, -0.1, 0.0], [0.0, 0.0, 0.0], [0.0, 0.0, 0.0], [0.0, 0.0, 0.0], [0.0, 0.0, 0.0], [0.0, 0.0, 0.0], [0.0, 0.0, 0.0], [0.0, 0.0, 0.0], [0.0, 0.0, 0.0], [0.0, 0.0, 0.0], [0.0, 0.0, 0.0], [0.0, 0.0, 0.0], [0.0, 0.0, 0.0], [0.0, 0.0, 0.0], [0.0, 0.0, 0.0], [0.0, 0.0, 0.0], [0.0, 0.0, 0.0], [-0.1, 0.0, 0.1], [0.0, 0.0, 0.0], [0.0, 0.0, 0.0], [0.0, 0.0, 0.0], [0.0, 0.0, 0.0], [0.0, 0.0, 0.0], [0.0, 0.0, 0.0], [0.0, 0.0, 0.0], [0.0, 0.0, 0.0], [0.0, 0.0, 0.0], [0.0, 0.0, 0.0], [0.0, 0.0, 0.0]]
}